Molecular formula: C20H48BF3N2O6PS2
Method: DFT, ωB97M-V with the def2-TZVPD basis set

The calculation puts the HOMO-LUMO gap at 0.242 Eh. The total energy is -76562.3834 eV. Its charge is -1. As for the highest occupied orbital energy: -4.264 eV. The value obtained for the lowest unoccupied orbital energy is 2.330 eV. As for the energy above the lowest of the compared OMol25 structures with the same formula, charge and spin: 9.076 eV.

Geometry (Å):
C  -5.058  -0.099  -2.398
C  -4.003  0.085  -3.672
C  -2.754  1.020  -3.058
O  -2.065  0.290  -2.117
P  -0.407  -0.247  -2.423
S  -1.123  -2.138  -1.725
C  -0.146  0.235  -0.578
O  1.216  0.204  -0.083
C  1.314  -0.077  1.360
C  2.116  1.123  2.203
O  1.481  1.173  3.542
C  2.417  0.761  4.602
C  2.684  -0.852  4.707
C  -0.803  -0.895  -4.199
S  0.659  -1.527  -5.170
C  0.329  -3.335  -5.670
C  1.677  -4.003  -6.347
C  0.240  1.457  -2.900
C  0.644  2.057  -4.279
O  -0.072  1.781  -5.554
C  2.274  2.058  -4.715
F  2.651  0.945  -5.602
F  2.410  3.275  -5.612
F  3.190  2.342  -3.596
B  1.335  -1.104  -2.452
O  2.617  -0.442  -2.725
N  1.493  -2.605  -2.094
C  2.098  -2.754  -0.678
C  2.545  -3.299  -2.913
H  -5.712  0.857  -2.196
H  -5.773  -1.027  -2.608
H  -4.501  -0.356  -1.384
H  -3.605  -0.982  -3.944
H  -4.536  0.644  -4.569
H  -2.269  1.510  -3.996
H  -3.342  1.918  -2.526
H  -2.415  -2.019  -1.167
H  -0.846  -0.493  0.060
H  -0.584  1.325  -0.365
H  1.894  -1.094  1.593
H  0.273  -0.184  1.906
H  1.893  2.112  1.614
H  3.241  0.801  2.213
H  3.432  1.348  4.420
H  1.932  1.127  5.627
H  2.633  -1.404  3.676
H  1.960  -1.368  5.488
H  3.780  -1.004  5.156
H  -1.491  -1.865  -4.054
H  -1.399  -0.238  -4.914
H  0.095  -3.910  -4.652
H  -0.636  -3.418  -6.331
H  2.058  -4.849  -5.610
H  1.448  -4.386  -7.429
H  2.553  -3.204  -6.406
H  -0.477  2.246  -2.341
H  1.210  1.626  -2.206
H  0.460  3.254  -4.183
H  -0.613  2.571  -5.847
H  2.983  -0.630  -3.633
H  2.426  -3.862  -0.446
H  1.188  -2.537  0.061
H  2.936  -1.953  -0.463
H  2.107  -4.371  -3.196
H  2.892  -2.779  -3.890
H  3.536  -3.535  -2.290
C  -1.642  0.732  8.215
C  -0.820  1.262  7.041
C  -0.722  2.804  7.002
O  -1.905  3.460  6.536
C  -2.920  3.604  7.518
N  -1.375  0.726  5.789
H  -2.719  0.836  8.059
H  -1.445  -0.336  8.364
H  -1.381  1.250  9.143
H  0.198  0.872  7.160
H  0.063  3.072  6.284
H  -0.408  3.214  7.970
H  -2.507  3.774  8.518
H  -3.568  2.729  7.516
H  -3.533  4.467  7.247
H  -0.763  0.997  5.019
H  -2.243  1.237  5.599

Forces on atoms 1 to 2 (eV/Å):
-0.2 -0.8 -0.1
-0.2 0.5 1.7

Results of the Löwdin charge analysis, in e, for atoms 1 through 2: -0.1630, -0.2001

***

Molecular formula: C21H22N2O4
Method: DFT, ωB97M-V with the def2-TZVPD basis set

The calculation puts the HOMO-LUMO gap at 0.315 Eh. The total energy is -33303.4240 eV. As for the highest occupied orbital energy: -7.794 eV. The value obtained for the lowest unoccupied orbital energy is 0.774 eV. As for the energy above the lowest of the compared OMol25 structures with the same formula, charge and spin: 2.995 eV.

Geometry (Å):
C  2.121  3.968  0.882
C  0.716  4.003  1.473
C  0.230  2.634  1.948
C  0.080  1.599  0.825
C  -1.130  1.878  -0.093
C  -0.823  1.368  -1.490
O  -0.032  1.831  -2.267
N  -1.586  0.240  -1.707
C  -1.355  -0.662  -2.784
C  -1.735  -0.371  -4.077
C  -1.496  -1.294  -5.082
C  -0.888  -2.497  -4.775
C  -0.497  -2.791  -3.479
C  -0.717  -1.871  -2.462
O  -0.356  -2.011  -1.163
C  0.230  -3.219  -0.743
C  -2.448  -0.080  -0.676
O  -3.227  -0.989  -0.678
C  -2.212  0.936  0.452
O  -1.662  0.301  1.585
N  -0.258  0.280  1.319
C  0.519  -0.522  2.120
C  -0.068  -1.559  2.848
C  0.717  -2.430  3.577
C  2.095  -2.290  3.596
C  2.681  -1.265  2.872
C  1.909  -0.384  2.139
H  2.814  3.491  1.571
H  2.470  4.979  0.691
H  2.136  3.427  -0.061
H  0.027  4.412  0.731
H  0.708  4.678  2.332
H  -0.734  2.740  2.453
H  0.941  2.235  2.675
H  1.000  1.528  0.241
H  -1.400  2.933  -0.110
H  -2.212  0.573  -4.290
H  -1.788  -1.074  -6.097
H  -0.708  -3.223  -5.554
H  -0.018  -3.735  -3.269
H  -0.442  -4.066  -0.911
H  1.183  -3.398  -1.250
H  0.405  -3.100  0.326
H  -3.148  1.402  0.766
H  -1.141  -1.666  2.831
H  0.246  -3.225  4.137
H  2.706  -2.970  4.170
H  3.755  -1.145  2.878
H  2.389  0.402  1.578

Forces on atoms 1 to 2 (eV/Å):
-0.2 0.1 0.0
0.1 -0.2 0.1

Results of the Löwdin charge analysis, in e, for atoms 1 through 2: -0.0997, -0.2468

***

Molecular formula: C22H27B11Br6N2O5RbS2
Method: DFT, ωB97M-V with the def2-TZVPD basis set

The calculation puts the HOMO-LUMO gap at 0.299 Eh. The total energy is -486505.5792 eV. Its charge is -1. As for the highest occupied orbital energy: -6.195 eV. The value obtained for the lowest unoccupied orbital energy is 1.948 eV.

Geometry (Å):
Rb  0.137  -0.161  0.056
C  3.965  -0.992  -2.853
C  3.699  0.126  -1.885
C  3.225  1.354  -2.340
C  2.983  2.395  -1.457
C  3.197  2.228  -0.097
C  3.666  1.007  0.369
C  3.912  -0.033  -0.517
H  4.397  -1.857  -2.352
H  4.648  -0.670  -3.641
H  3.042  -1.318  -3.339
H  3.026  1.491  -3.397
H  2.605  3.334  -1.839
H  2.978  3.030  0.595
H  3.830  0.858  1.430
H  4.262  -0.987  -0.143
Br  1.686  -2.864  -0.841
B  1.975  -3.528  0.973
B  3.541  -3.371  1.769
C  3.146  -3.259  3.412
B  2.151  -2.417  2.333
B  1.491  -3.206  3.781
B  2.473  -4.650  4.108
B  3.739  -4.751  2.867
B  2.957  -4.974  1.295
Br  3.802  -5.973  -0.145
B  2.295  -5.767  2.749
Br  2.384  -7.694  2.993
B  0.900  -4.809  3.314
Br  -0.627  -5.623  4.202
B  0.707  -3.426  2.214
Br  -1.041  -2.648  1.838
B  1.193  -5.016  1.565
Br  0.015  -6.066  0.444
H  4.492  -2.831  1.327
H  3.805  -2.671  4.032
H  2.173  -1.237  2.259
H  1.078  -2.551  4.668
H  2.716  -4.955  5.220
H  4.819  -5.123  3.155
C  -6.070  6.144  1.657
C  -4.981  5.121  1.496
C  -4.811  4.442  0.294
C  -3.797  3.509  0.134
C  -2.933  3.251  1.188
C  -3.085  3.917  2.394
C  -4.106  4.840  2.544
S  -1.580  2.117  0.965
O  -2.046  1.228  -0.116
O  -1.334  1.447  2.222
N  -0.297  2.909  0.550
C  -0.289  3.490  -0.723
C  -1.020  2.116  -2.552
O  -1.981  2.717  -2.921
O  -0.018  2.461  -1.792
H  -6.874  5.977  0.941
H  -5.687  7.154  1.493
H  -6.497  6.116  2.660
H  -5.487  4.638  -0.530
H  -3.680  2.978  -0.801
H  -2.416  3.699  3.215
H  -4.230  5.346  3.494
H  0.565  4.158  -0.811
H  -1.207  4.000  -1.034
O  -0.792  0.767  -2.839
N  -1.772  0.234  -3.645
C  -2.839  -0.283  -2.977
C  -3.805  -0.935  -3.665
C  -3.653  -1.043  -5.071
C  -2.590  -0.487  -5.705
C  -1.563  0.228  -5.001
S  -0.237  0.927  -5.704
H  -2.822  -0.092  -1.912
H  -4.651  -1.346  -3.140
H  -4.393  -1.578  -5.653
H  -2.462  -0.559  -6.775

Forces on atoms 1 to 2 (eV/Å):
1.1 -0.2 -0.1
0.0 -0.1 0.0

Results of the Löwdin charge analysis, in e, for atoms 1 through 2: 0.8345, -0.0661

***

Molecular formula: C2H6N4S
Method: DFT, ωB97M-V with the def2-TZVPD basis set

The calculation puts the HOMO-LUMO gap at 0.334 Eh. The total energy is -18963.3869 eV. As for the highest occupied orbital energy: -8.538 eV. The value obtained for the lowest unoccupied orbital energy is 0.563 eV. As for the energy above the lowest of the compared OMol25 structures with the same formula, charge and spin: 3.658 eV.

Geometry (Å):
N  -2.877  -0.933  0.104
N  -1.721  -0.348  -0.611
C  -0.745  0.075  0.056
N  0.220  0.941  -0.488
N  1.550  0.993  0.037
C  2.572  0.146  0.108
S  2.542  -1.446  -0.240
H  -2.644  -0.873  1.144
H  -3.291  -1.799  -0.361
H  -0.793  -0.036  1.202
H  0.076  0.790  -1.615
H  1.722  1.929  0.055
H  3.389  0.560  0.610

Forces on atoms 1 to 2 (eV/Å):
1.9 1.1 0.2
-1.7 -1.5 -0.6

Results of the Löwdin charge analysis, in e, for atoms 1 through 2: -0.0397, -0.0589

***

Molecular formula: CH6N
Method: DFT, ωB97M-V with the def2-TZVPD basis set

The calculation puts the HOMO-LUMO gap at 0.568 Eh. The total energy is -2617.4245 eV. Its charge is +1. As for the highest occupied orbital energy: -19.706 eV. The value obtained for the lowest unoccupied orbital energy is -4.252 eV. As for the energy above the lowest of the compared OMol25 structures with the same formula, charge and spin: 0.000 eV.

Geometry (Å):
C  -0.180  -0.117  -0.779
N  0.127  0.113  0.679
H  -0.863  0.660  -1.080
H  0.748  -0.036  -1.335
H  -0.584  -1.111  -0.906
H  -0.726  -0.014  1.224
H  0.427  1.087  0.803
H  0.832  -0.530  1.049

Forces on atoms 1 to 2 (eV/Å):
0.6 -0.1 0.1
-0.3 0.1 -0.2

Results of the Löwdin charge analysis, in e, for atoms 1 through 2: 0.0066, 0.1534

***

Molecular formula: C12H16O12
Method: DFT, ωB97M-V with the def2-TZVPD basis set

The calculation puts the HOMO-LUMO gap at 0.408 Eh. The total energy is -37273.4857 eV. As for the highest occupied orbital energy: -10.800 eV. The value obtained for the lowest unoccupied orbital energy is 0.315 eV. As for the energy above the lowest of the compared OMol25 structures with the same formula, charge and spin: 0.335 eV.

Geometry (Å):
O  -2.027  -5.043  2.019
C  -1.520  -4.284  2.779
O  -1.341  -4.529  4.107
C  -1.133  -3.237  4.725
C  -0.412  -2.517  3.619
O  -1.047  -3.061  2.458
H  -2.155  -2.875  4.888
H  -0.632  -3.274  5.686
H  0.635  -2.834  3.588
H  -0.413  -1.432  3.612
O  0.298  0.423  -4.468
C  -0.193  1.490  -4.284
O  0.335  2.669  -4.627
C  -0.483  3.731  -4.096
C  -1.804  3.017  -3.838
O  -1.386  1.667  -3.655
H  -0.050  4.049  -3.146
H  -0.463  4.521  -4.838
H  -2.517  3.070  -4.663
H  -2.297  3.371  -2.936
O  2.656  2.757  0.329
C  1.703  2.327  0.885
O  0.536  2.019  0.272
C  -0.282  1.266  1.206
C  0.306  1.682  2.558
O  1.627  2.083  2.212
H  -1.325  1.498  1.022
H  -0.046  0.234  0.953
H  0.344  0.809  3.203
H  -0.237  2.505  3.015
O  1.556  -2.213  1.220
C  1.439  -1.828  0.104
O  0.266  -1.544  -0.516
C  0.577  -1.156  -1.881
C  2.026  -0.738  -1.790
O  2.488  -1.530  -0.705
H  0.442  -2.054  -2.486
H  -0.151  -0.421  -2.198
H  2.160  0.329  -1.598
H  2.520  -0.947  -2.737

Forces on atoms 1 to 2 (eV/Å):
0.1 0.1 0.0
0.0 -0.3 0.0

Results of the Löwdin charge analysis, in e, for atoms 1 through 2: 0.1672, -0.5721